No. 1
75
Properties=species:S:1:pos:R:3 method="wB97M-V/def2-TZVPD" e_above_lowest_kj_mol=183.6 charge=+3 spin_multiplicity=2 e_tot_ha=-8240.125893
V 0.1392 0.1877 0.3667
C -4.7309 -2.0064 3.9069
C -3.8641 -2.7600 2.9360
C -4.6202 -3.6346 1.9701
O -3.1239 -1.7042 2.1199
P -1.6654 -1.7383 1.6747
O -1.4826 -0.5765 0.6574
C -1.1051 -3.2234 0.8487
P 0.6264 -2.9850 0.3128
O 0.6874 -1.5875 -0.3373
O 1.1197 -4.1445 -0.5453
C 0.8491 -4.6913 -1.9224
C -0.2782 -5.6862 -1.8293
C 0.6131 -3.5747 -2.9058
O 1.4813 -3.0408 1.5856
C 1.9230 -4.3106 2.2826
C 1.4356 -4.2272 3.7056
C 3.4187 -4.3923 2.1431
O -0.6822 -1.5354 2.8571
C -0.9681 -0.6949 4.0865
C 0.0292 0.4332 4.0947
C -0.8694 -1.6026 5.2843
H -5.3215 -2.7254 4.4758
H -5.4204 -1.3492 3.3740
H -4.1435 -1.4219 4.6161
H -3.0991 -3.3315 3.4693
H -5.2708 -3.0282 1.3377
H -5.2479 -4.3242 2.5352
H -3.9564 -4.2287 1.3388
H -1.7575 -3.3842 -0.0150
H -1.1556 -4.0837 1.5208
H 1.7788 -5.2013 -2.1490
H -1.2374 -5.1942 -1.6394
H -0.0904 -6.4264 -1.0508
H -0.3591 -6.2172 -2.7783
H -0.3254 -3.0572 -2.6844
H 0.5417 -3.9984 -3.9070
H 1.4362 -2.8595 -2.8926
H 1.4538 -5.1445 1.7601
H 1.9278 -3.4053 4.2303
H 1.6810 -5.1567 4.2203
H 0.3540 -4.0827 3.7569
H 3.8984 -3.5336 2.6168
H 3.7195 -4.4391 1.0961
H 3.7699 -5.2984 2.6394
H -1.9816 -0.3145 3.9817
H 1.0409 0.0613 4.2673
H -0.2210 1.1202 4.9041
H 0.0192 0.9992 3.1599
H 0.1503 -1.9747 5.4022
H -1.5484 -2.4536 5.2053
H -1.1339 -1.0388 6.1808
C -2.6062 2.2730 2.1704
Se -1.3729 2.4221 0.6878
C -2.6524 1.8509 -0.6789
C -2.0255 1.8061 -2.0575
Se -0.1557 1.2168 -2.0163
C -0.1740 -0.1516 -3.3769
H -2.9056 1.2386 2.3196
H -3.4671 2.8832 1.9140
H -2.1235 2.6834 3.0501
H -3.4833 2.5518 -0.6521
H -3.0044 0.8740 -0.3682
H -1.9614 2.7970 -2.4983
H -2.5909 1.1637 -2.7270
H -0.3359 0.3658 -4.3190
H -0.9606 -0.8738 -3.1898
H 0.8070 -0.6143 -3.3763
Cl 2.9184 -0.4598 1.9855
C 3.6901 0.6713 0.8296
C 2.6310 0.9725 -0.2007
O 2.7353 0.8605 -1.3653
O 1.3814 1.2983 0.4086
H 4.5286 0.1857 0.3488
H 4.0034 1.5656 1.3612

---

No. 2
111
Properties=species:S:1:pos:R:3 method="wB97M-V/def2-TZVPD" e_above_lowest_kj_mol=0.0 e_tot_ha=-17553.750393
C 3.6755 6.6148 -3.9300
C 4.4315 5.8474 -2.7387
O 4.0906 4.5157 -2.6691
C 4.5743 3.7942 -1.5983
O 5.1666 4.2455 -0.6000
O 4.2091 2.4984 -1.9043
C 4.7625 1.4483 -1.2513
H 4.0554 7.6364 -3.9313
H 2.6134 6.5995 -3.6852
H 3.6950 6.1486 -4.9151
H 4.2291 6.4602 -1.8602
H 5.5053 5.9536 -2.8927
H 4.1687 1.1665 -0.3817
H 5.7722 1.6466 -0.8916
H 4.7614 0.5206 -1.8235
C -6.7626 0.2664 4.2273
O -7.9044 0.7786 4.1985
N -5.7299 0.5510 3.4697
C -4.5272 -0.3431 3.5412
C -5.7550 1.6837 2.4790
H -6.5938 -0.6694 4.7824
H -3.6327 0.0284 3.0413
H -4.6750 -1.3493 3.1491
H -4.0941 -0.3863 4.5406
H -5.8518 1.2370 1.4895
H -6.5922 2.3808 2.5143
H -4.8077 2.2206 2.4286
C 0.7690 0.8476 0.9872
O 2.0136 1.1170 0.9270
N 0.3137 -0.3125 0.5042
C -1.0106 -0.8739 0.9808
C 1.1520 -1.2596 -0.2052
H 0.0400 1.5051 1.4858
H -1.7011 -0.2621 1.5613
H -0.7460 -1.7120 1.6256
H -1.7662 -0.9710 0.2012
H 1.4255 -1.9925 0.5539
H 0.6026 -1.7066 -1.0338
H 2.0515 -0.9016 -0.7061
C -3.8122 -4.1127 1.2860
O -3.5181 -2.9419 1.4241
N -4.5848 -4.8346 2.1593
C -4.9914 -6.2047 1.9523
C -5.0031 -4.3065 3.4317
H -3.5210 -4.6838 0.3908
H -6.0801 -6.2286 1.9058
H -4.7648 -6.8492 2.8016
H -4.6456 -6.5187 0.9674
H -5.8850 -4.7089 3.9301
H -4.2314 -4.6093 4.1394
H -4.9236 -3.2203 3.4763
C 6.3161 -0.9781 2.2563
O 6.4477 -0.2819 1.2395
N 5.1621 -1.6203 2.6292
C 5.1423 -2.8253 3.4800
C 3.8915 -1.3934 1.8955
H 7.1575 -1.1079 2.9544
H 5.7630 -3.5674 2.9780
H 4.1489 -3.2399 3.6514
H 5.4888 -2.5029 4.4619
H 4.0598 -1.7805 0.8905
H 2.9387 -1.8179 2.2118
H 3.9312 -0.3143 1.7473
C 2.6134 -0.6038 -5.8707
O 1.6425 -1.3421 -5.8380
N 3.0849 0.0803 -4.7898
C 4.2139 1.0181 -4.9230
C 2.7192 -0.3143 -3.3872
H 3.1814 -0.4090 -6.7935
H 3.9841 2.0594 -4.6976
H 4.7142 0.9300 -5.8874
H 4.9892 0.7989 -4.1889
H 1.8131 -0.9158 -3.4599
H 3.4382 -0.9865 -2.9189
H 2.5314 0.5356 -2.7310
C -0.8307 5.2252 0.1532
O -1.0808 4.2525 0.8653
N 0.3708 5.3522 -0.4505
C 0.6234 6.5038 -1.3278
C 1.4914 4.4245 -0.2436
H -1.5353 6.0148 -0.1506
H 0.8583 6.1524 -2.3326
H 1.4553 7.1003 -0.9534
H -0.3240 7.0234 -1.4707
H 1.4627 3.7570 0.6176
H 1.5280 3.6718 -1.0311
H 2.4832 4.8744 -0.1976
Br -2.3701 -1.1081 -4.4431
C -1.1217 -2.5515 -3.8282
C -1.8727 -3.4446 -2.7985
Br -0.3504 -4.4075 -1.8942
H -0.2795 -2.0315 -3.3717
H -0.6534 -3.0788 -4.6593
H -2.4940 -4.2472 -3.1961
H -2.3217 -2.7476 -2.0910
Br -4.7222 3.8173 -0.9787
C -5.1888 1.9237 -1.2187
C -3.9449 1.1456 -0.6829
Br -4.2668 -0.8115 -0.9559
H -5.3378 1.7742 -2.2880
H -6.1200 1.6810 -0.7067
H -3.8638 1.3302 0.3882
H -2.9743 1.4197 -1.0965
Br 0.4946 -3.1840 4.5543
C -0.2899 -4.1095 3.0053
C -0.7828 -5.4763 3.4766
Br -1.3431 -6.3796 1.7989
H 0.5342 -4.3193 2.3234
H -1.0245 -3.4291 2.5747
H -1.6120 -5.3594 4.1744
H 0.0629 -5.9329 3.9908

---

No. 3
86
Properties=species:S:1:pos:R:3 method="wB97M-V/def2-TZVPD" spin_multiplicity=4 e_tot_ha=-4148.916137
Co 0.9807 -0.8117 -1.6827
C 2.8385 -0.9844 -1.9480
C 2.4014 0.3192 -2.3238
C 2.0631 0.7154 -3.7335
C 1.0826 -0.2891 -4.4151
C 0.2592 -1.0729 -3.4212
C 0.6538 -2.3039 -2.7931
C 1.9373 -3.0303 -3.1237
C 3.1569 -2.0869 -2.9295
C -2.6190 -0.3329 1.9292
H 3.4419 -1.0431 -1.0415
H 2.7442 1.1419 -1.6886
H 2.9715 0.8406 -4.3397
H 1.5928 1.7107 -3.7007
H 0.3788 0.3149 -5.0024
H 1.6344 -0.9260 -5.1210
H -0.8116 -0.9084 -3.5478
H -0.1469 -2.9800 -2.4669
H 1.9445 -3.4632 -4.1392
H 2.0530 -3.8808 -2.4321
H 3.9929 -2.6774 -2.5336
H 3.4876 -1.6950 -3.8976
H -1.7228 -0.6059 2.4917
H -3.4898 -0.8597 2.3387
H -2.7684 0.7470 1.9965
P 0.8985 1.3504 1.0703
P -2.4406 -0.7905 0.2308
C 0.0360 0.7501 -0.4103
C -1.0834 -0.0874 -0.7165
C 1.2943 3.0947 0.7652
C 1.5693 3.6086 -0.5193
C 1.8038 4.9783 -0.6777
C 1.7454 5.8410 0.4203
C 1.5045 5.3272 1.6957
C 1.3471 3.9551 1.8733
C 2.4495 0.4241 1.1700
C 2.3883 -0.9763 1.2625
C 3.4909 -1.6854 1.7511
C 4.6805 -1.0024 2.0282
C 4.7925 0.3662 1.7442
C 3.6801 1.0763 1.2835
C -3.9867 -0.2523 -0.5510
C -4.2870 1.1262 -0.5433
C -5.5234 1.5706 -1.0124
C -6.4568 0.6502 -1.5095
C -6.1373 -0.7120 -1.5614
C -4.9058 -1.1675 -1.0849
C -2.2776 -2.5774 0.1537
C -2.1607 -3.3371 1.3326
C -1.8832 -4.7060 1.2481
C -1.7208 -5.3162 0.0016
C -1.8555 -4.5692 -1.1712
C -2.1397 -3.1999 -1.0985
H 0.0874 1.5773 -1.1438
H -1.4824 0.1318 -1.7255
H 1.6084 2.9382 -1.3803
H 2.0411 5.3679 -1.6694
H 1.9144 6.9126 0.2958
H 1.4556 5.9754 2.5692
H 1.2536 3.5508 2.8795
H 1.4741 -1.5030 0.9532
H 3.4134 -2.7602 1.9227
H 5.5193 -1.5479 2.4549
H 5.7376 0.8856 1.8669
H 3.7521 2.1294 1.0216
H -3.5507 1.8385 -0.1523
H -5.7668 2.6348 -0.9828
H -7.4300 0.9982 -1.8527
H -6.8540 -1.4276 -1.9670
H -4.6524 -2.2297 -1.1098
H -2.2861 -2.8593 2.3042
H -1.8011 -5.2866 2.1691
H -1.4923 -6.3852 -0.0567
H -1.7430 -5.0407 -2.1490
H -2.2302 -2.6105 -2.0135
F -1.7112 2.7493 2.2767
C -0.8026 2.2309 3.1685
C 0.1735 1.3036 2.7353
C 0.6598 0.4630 3.7524
F 0.9655 -0.8385 3.4932
C 0.6305 0.8248 5.0872
F 1.2717 0.0572 5.9867
C -0.1238 1.9333 5.4660
F -0.1823 2.3091 6.7562
C -0.9130 2.5829 4.5060
F -1.8148 3.5171 4.8879